(1)
Entry from OMol25: one molecule with the formula C21H31N3O4 (ωB97M-V/def2-TZVPD).

XYZ file:
```
59
Properties=species:S:1:pos:R:3:forces:R:3
C 3.442532 1.896718 1.576857 -0.14 0.29 -0.27
C 3.488839 2.931699 0.456483 0.40 -0.30 0.11
O 2.270960 3.640508 0.335201 -0.29 0.15 0.03
C 1.183588 3.011999 -0.180372 -0.23 -0.04 -0.18
C 1.202244 1.827128 -0.907428 0.41 0.17 0.11
C 0.025618 1.303981 -1.413915 -0.21 0.10 -0.02
C -1.190187 1.935868 -1.212772 0.04 -0.10 -0.21
C -1.202313 3.129134 -0.497097 0.13 -0.04 -0.04
C -0.038481 3.661350 0.008852 0.14 0.01 0.06
H -0.043456 4.583649 0.567849 0.00 0.11 0.07
H -2.142071 3.635649 -0.331203 -0.11 0.08 0.04
C -2.476468 1.346090 -1.720704 0.03 0.05 0.05
N -3.259616 0.756831 -0.639234 -0.33 0.03 -0.10
C -4.583226 0.376788 -1.075823 -0.23 -0.01 0.12
C -5.337439 -0.207417 0.110938 0.01 0.40 -0.29
N -4.652574 -1.411008 0.513996 -0.36 -0.22 0.09
C -3.322903 -1.538295 0.427325 -0.02 -0.04 -0.21
O -2.755413 -2.587796 0.695827 0.19 -0.23 0.08
C -2.530008 -0.292641 0.064962 0.25 0.08 0.16
C -1.962173 0.270549 1.396394 0.34 0.10 0.00
C -0.519987 -0.144152 1.662128 -0.54 -0.08 0.07
O 0.343693 0.663097 1.949673 0.26 0.31 0.14
N -0.293731 -1.466008 1.574656 0.11 -0.51 -0.03
H -1.043797 -2.087809 1.286039 -0.05 0.14 0.03
C 1.042960 -2.000806 1.698819 0.28 0.39 -0.18
H 1.550609 -1.449648 2.496545 -0.01 -0.15 -0.01
H 0.973725 -3.054378 1.974593 0.03 -0.01 0.02
C 1.839726 -1.830576 0.398685 -0.03 -0.39 0.27
C 3.311157 -2.199742 0.586882 -0.12 0.20 -0.41
H 3.773732 -1.561948 1.340847 0.05 0.02 0.08
C 4.048030 -2.037292 -0.743755 0.19 -0.03 0.37
O 3.476620 -2.820758 -1.765328 0.06 -0.11 -0.06
C 2.127130 -2.485676 -1.991243 -0.38 -0.16 0.00
C 1.271703 -2.680802 -0.738530 0.33 0.32 -0.16
H 0.238410 -2.405282 -0.953396 -0.11 -0.01 -0.02
H 1.294543 -3.734632 -0.453141 -0.05 -0.09 0.01
H 1.792903 -3.137241 -2.801712 -0.02 0.12 0.02
H 2.056631 -1.437175 -2.325852 -0.01 -0.04 -0.02
H 5.085166 -2.369492 -0.661797 -0.05 0.12 0.00
H 4.038186 -0.975202 -1.039478 0.03 -0.03 0.01
H 3.388582 -3.238884 0.913145 0.05 -0.07 0.06
H 1.773446 -0.773780 0.118404 0.01 0.04 0.01
H -1.990178 1.358536 1.352351 0.03 -0.17 0.03
H -2.576670 -0.054835 2.239516 -0.04 0.03 0.03
H -1.686056 -0.635860 -0.551678 -0.18 -0.08 0.09
H -5.177773 -2.218649 0.815021 0.17 0.02 0.00
H -6.365281 -0.450177 -0.162599 0.08 0.00 0.03
H -5.346193 0.522408 0.928917 -0.12 0.00 -0.11
H -5.092940 1.272022 -1.440217 0.00 -0.05 -0.02
H -4.565004 -0.369386 -1.893079 -0.07 0.06 0.05
H -2.262494 0.599956 -2.507332 -0.02 0.06 0.04
H -3.090166 2.136864 -2.162144 0.02 -0.08 -0.06
H 0.065976 0.383294 -1.982161 -0.01 -0.10 -0.05
H 2.125948 1.299593 -1.087941 0.10 -0.04 0.03
H 3.763034 2.465665 -0.498706 -0.03 0.10 0.06
H 4.231680 3.703609 0.677891 -0.08 -0.13 -0.11
H 2.541135 1.293049 1.497851 -0.03 -0.14 0.01
H 3.418685 2.395614 2.541889 0.00 0.02 0.11
H 4.319433 1.255722 1.530109 0.12 -0.08 0.02
```
Positions in Å, forces in eV/Å.

As for the SMILES: CCOc1ccc(CN2CCNC(=O)[C@@H]2CC(=O)NCC2CCOCC2)cc1. The net charge is 0. The value obtained for the molecular weight is 389.5 Da. The LUMO energy comes out at 0.61 eV. For the total energy, the calculation gives -34941.4449 eV. The HOMO energy is -8.2464 eV. For the frontier orbital gap, the calculation gives 8.86 eV.

=====

(2)
Entry from OMol25: one molecule with the formula C21H31N3O5S in a non-equilibrium geometry (ωB97M-V/def2-TZVPD).

XYZ file:
```
61
Properties=species:S:1:pos:R:3:forces:R:3
O -5.141423 -2.523531 -0.658263 -0.15 0.09 -0.21
C -4.606740 -1.424111 -0.623877 0.11 -0.10 0.29
N -3.393170 -1.248119 -0.041406 0.12 -0.08 0.16
C -2.507855 -0.114526 -0.149175 0.28 0.39 -0.36
H -2.155802 0.138444 0.857695 0.00 0.06 -0.07
C -1.305060 -0.480213 -1.022990 -0.12 0.17 0.24
N -0.613815 -1.622048 -0.449338 -0.04 -0.04 -0.22
C 0.613304 -1.923646 -1.166316 -0.15 -0.01 -0.13
C 1.630671 -0.785868 -1.103143 -0.17 -0.34 0.03
O 2.028552 -0.276806 -2.136969 0.00 0.09 -0.39
N 2.089144 -0.399166 0.109794 0.07 0.25 0.07
C 1.602218 -0.929033 1.376417 0.19 -0.09 0.38
H 0.828453 -1.657975 1.138333 0.14 0.10 0.09
C 2.704114 -1.637105 2.170051 -0.29 -0.19 -0.08
C 2.097162 -2.278679 3.416094 0.24 0.23 0.13
C 1.405667 -1.225722 4.277342 -0.23 -0.24 -0.07
C 0.328802 -0.499367 3.476610 0.23 0.23 0.13
C 0.935654 0.150324 2.235476 -0.23 -0.36 -0.10
H 1.658380 0.905791 2.547794 0.08 0.10 -0.03
H 0.159322 0.644642 1.649051 -0.02 0.07 -0.06
H -0.145090 0.262625 4.097722 -0.09 -0.03 -0.01
H -0.440821 -1.212964 3.173673 -0.11 -0.03 -0.02
H 0.960043 -1.699865 5.153399 0.04 0.04 0.07
H 2.144437 -0.502452 4.628842 0.05 0.05 0.07
H 2.879526 -2.775349 3.992526 -0.03 -0.09 -0.01
H 1.369960 -3.036899 3.116976 -0.03 -0.09 -0.01
H 3.475877 -0.928521 2.475437 0.12 0.07 -0.01
H 3.173918 -2.399143 1.544369 0.06 0.02 -0.05
C 3.089664 0.658916 0.169235 0.02 -0.41 -0.23
C 2.644679 1.987728 -0.417868 0.76 0.29 0.09
H 1.865783 2.481570 0.152412 0.03 0.18 0.10
H 2.388024 1.908680 -1.469005 0.03 -0.01 -0.06
S 4.198353 2.918056 -0.241050 -0.03 0.27 -0.05
O 4.392639 3.866077 -1.299915 -0.03 -0.14 -0.43
O 4.269573 3.412915 1.108972 -0.05 -0.24 0.40
C 5.333071 1.487060 -0.395622 -0.45 0.46 0.01
C 4.401926 0.300468 -0.551808 -0.11 -0.37 0.03
H 4.180319 0.121037 -1.603741 0.04 -0.01 0.11
H 4.829984 -0.609197 -0.127923 0.02 0.02 0.00
H 5.980180 1.650622 -1.249633 0.04 0.10 -0.06
H 5.913962 1.455603 0.521483 0.01 0.10 0.08
H 3.321757 0.833701 1.222326 -0.08 -0.11 -0.03
H 0.430629 -2.107684 -2.238155 0.11 0.03 0.15
H 1.059798 -2.826714 -0.739119 -0.02 -0.01 0.01
C -1.512357 -2.763776 -0.388605 -0.12 0.03 0.27
C -2.710725 -2.409403 0.489518 -0.05 -0.49 -0.08
H -2.367756 -2.176490 1.502785 0.02 -0.04 -0.02
H -3.421404 -3.236163 0.517961 0.13 0.11 0.06
H -1.870150 -3.055839 -1.390161 0.03 -0.02 0.02
H -0.977828 -3.610826 0.047851 -0.01 -0.02 -0.02
H -1.651645 -0.695007 -2.049239 0.03 0.04 0.02
H -0.612530 0.362980 -1.066320 -0.05 0.06 -0.04
H -3.020571 0.745520 -0.568995 0.12 -0.10 0.10
C -5.331485 -0.273727 -1.193116 -1.05 -0.39 -0.72
C -6.458177 -0.358930 -1.973708 0.74 -0.11 0.46
C -6.855630 0.965298 -2.250600 0.30 0.42 0.22
C -5.954223 1.764031 -1.615378 -0.64 0.04 -0.45
O -5.030939 1.030985 -0.976800 0.31 0.03 0.29
H -5.864325 2.830344 -1.543552 0.10 0.12 0.07
H -7.694846 1.279465 -2.835837 -0.15 0.14 -0.11
H -6.924291 -1.266550 -2.296006 -0.04 -0.23 0.00
```
Positions in Å, forces in eV/Å.

As for the SMILES: O=C(c1ccco1)N1CCN(CC(=O)N(C2CCCCC2)[C@H]2CCS(=O)(=O)C2)CC1. The net charge is 0. The value obtained for the molecular weight is 437.6 Da. The LUMO energy comes out at 0.50 eV. For the total energy, the calculation gives -47823.2286 eV. The HOMO energy is -9.0771 eV. For the frontier orbital gap, the calculation gives 9.57 eV.

=====

Q: Among the records above, which one has the highest frontier orbital gap?
A: C21H31N3O5S